Here is C38H36N2O2STa as an isolated structure from the Open Molecules 2025 dataset. Energies are from the ωB97M-V functional and the def2-TZVPD basis.

Results
HOMO energy, eV: -10.271
HOMO-LUMO gap, eV: 6.74
DFT total energy, eV: -59447.8081
ΔE to the lowest compared entry with this formula, charge and spin, eV: 0.062
Total charge: +1
LUMO level, eV: -3.53

Cartesian coordinates (Å):
Ta -0.276866 -0.232177 0.154023
C -4.536850 -0.771049 1.460358
C -3.385852 -0.678392 0.510552
O -2.279891 -0.363230 1.008611
C -3.564881 -0.923573 -0.914036
C -4.851285 -1.196554 -1.412173
C -5.080671 -1.403396 -2.751322
C -4.004987 -1.338732 -3.640125
C -2.732940 -1.077182 -3.180080
C -2.492730 -0.872314 -1.826146
O -1.228130 -0.638914 -1.443511
H -4.172137 -0.646632 2.475424
H -5.038072 -1.733846 1.363661
H -5.266011 0.011318 1.242127
H -5.684729 -1.241453 -0.725975
H -6.077716 -1.610373 -3.112034
H -4.167426 -1.498604 -4.697735
H -1.886505 -1.039623 -3.853728
C 4.169119 3.163308 -4.569198
C 2.805610 3.325550 -4.767980
C 1.904427 2.657630 -3.954003
C 2.348243 1.842705 -2.912564
C 3.721278 1.673495 -2.733446
C 4.622749 2.326754 -3.557844
C 1.339487 1.160422 -2.075387
C 1.391040 0.865240 -0.760693
C 2.507127 1.363010 0.099332
C 2.750079 2.734864 0.209119
C 3.750290 3.221188 1.036284
C 4.531338 2.345322 1.779470
C 4.302776 0.980505 1.680026
C 3.294334 0.497255 0.856754
H 4.876309 3.674091 -5.208826
H 2.444348 3.963531 -5.563571
H 0.839459 2.772751 -4.121372
H 4.084080 1.015414 -1.955827
H 5.684676 2.177735 -3.413514
H 0.453933 0.859159 -2.632120
H 2.168380 3.422522 -0.395004
H 3.933796 4.287432 1.084830
H 5.317244 2.721773 2.420263
H 4.914773 0.286209 2.241064
H 3.138802 -0.571502 0.769046
N 0.523574 5.333043 4.592148
C -0.370147 4.345673 4.748796
S -1.496150 4.280502 5.936007
C -0.331012 3.289371 3.699924
C -0.411690 1.943428 4.045264
C -0.391395 0.996244 3.052326
N -0.307457 1.322564 1.747064
C -0.245650 2.617299 1.411889
C -0.251805 3.624459 2.353475
H 0.552062 6.068658 5.280401
H 1.292985 5.248371 3.948416
H -0.494572 1.654729 5.083219
H -0.448966 -0.060251 3.278005
H -0.168512 2.839414 0.355025
H -0.210986 4.656751 2.035411
C 0.952478 -4.067100 1.838538
C 0.570252 -3.313957 0.556573
C 1.654364 -3.575718 -0.495453
C 0.508091 -1.825384 0.805828
C -0.824300 -3.739850 0.079774
C -1.079412 -4.173490 -1.215464
C -2.366009 -4.525127 -1.614928
C -3.419885 -4.464721 -0.719401
C -3.178188 -4.034652 0.580214
C -1.900551 -3.665475 0.968036
H 1.949175 -3.766806 2.166177
H 0.962643 -5.142213 1.654208
H 0.256145 -3.867506 2.652095
H 2.619349 -3.241675 -0.112640
H 1.458429 -3.025064 -1.416266
H 1.729639 -4.641275 -0.720369
H 1.248727 -1.400176 1.518681
H -0.275296 -4.253132 -1.933378
H -2.534322 -4.863095 -2.629391
H -4.416116 -4.756167 -1.024954
H -3.987946 -4.006872 1.299921
H -1.733567 -3.322437 1.982099

Forces on atoms 1 to 3 (eV/Å):
0.14 0.32 -0.58
-0.04 0.01 -0.04
0.18 -0.05 -0.04

---

Here is C38H36N3O4ReS6 as an isolated structure at a distorted geometry from the Open Molecules 2025 dataset. Energies are from the ωB97M-V functional and the def2-TZVPD basis.

Results
HOMO energy (spin up / spin down), eV: -3.285 / -3.696
Spin multiplicity: 4
Expectation value of S²: 3.78
HOMO-LUMO gap (spin up / spin down), eV: 5.27 / 5.66
DFT total energy, eV: -119793.2164
ΔE to the lowest compared entry with this formula, charge and spin, eV: 1.995
Total charge: -1
LUMO level (spin up / spin down), eV: 1.99 / 1.96

Cartesian coordinates (Å):
Re 0.172063 -0.099993 0.105315
C -2.294907 -1.302965 4.181337
C -1.773034 -1.571384 2.789878
S -0.554943 -0.398531 2.366967
C -2.247782 -2.630665 2.064371
C -3.302952 -3.541452 2.645875
S -1.728347 -3.092350 0.505802
H -1.755079 -0.458555 4.601005
H -2.154598 -2.167577 4.828845
H -3.357526 -1.054493 4.158765
H -3.993173 -3.003275 3.290995
H -2.832120 -4.335730 3.226484
H -3.852492 -4.012996 1.834859
C 3.158921 6.713386 -1.556046
C 2.941792 5.384996 -0.894207
C 3.832597 4.332138 -1.070434
C 3.675520 3.147865 -0.366918
C 2.621285 3.009408 0.517148
C 1.710294 4.037770 0.673846
C 1.862916 5.214646 -0.035156
S 2.558214 1.600351 1.657193
O 3.913832 1.471407 2.139442
O 1.568869 2.000364 2.636857
N 2.109514 0.316730 0.804322
C 2.961119 -0.830103 0.987606
C 2.348417 -2.074361 0.296067
O 3.054114 -3.051551 0.095461
O 1.120114 -1.981883 -0.002686
H 3.811996 6.621622 -2.420160
H 3.623697 7.397818 -0.843539
H 2.212114 7.149889 -1.869963
H 4.669080 4.449190 -1.744857
H 4.382673 2.339897 -0.472407
H 0.911380 3.913704 1.386014
H 1.157484 6.022025 0.102497
H 3.061655 -1.071557 2.056669
H 3.968781 -0.652844 0.590795
S 2.065263 1.195405 -3.953460
C 1.536065 1.208950 -2.302763
N 0.889163 0.155964 -1.898356
C 0.786291 -0.791328 -2.890757
C 0.204555 -2.054924 -2.792532
C 0.234900 -2.887833 -3.890247
C 0.814864 -2.488358 -5.090436
C 1.390086 -1.238134 -5.212515
C 1.377790 -0.403945 -4.108519
H 1.769444 2.053516 -1.683996
H -0.222351 -2.386858 -1.859859
H -0.187033 -3.876597 -3.804404
H 0.828630 -3.165358 -5.932658
H 1.851206 -0.913846 -6.132075
N -0.616858 1.916743 0.009635
S -2.055459 2.609476 0.125613
C -3.367514 1.474535 -0.342614
C -3.323156 0.064104 0.094706
C -4.623841 -0.731574 -0.176622
C -5.818517 0.130651 -0.447627
C -5.708406 1.374294 -0.934737
C -4.442977 2.044995 -0.937331
C -2.443418 2.583752 1.909032
C -1.416673 2.555613 2.833078
C -1.728545 2.578308 4.184205
C -3.047852 2.627104 4.599338
C -4.066659 2.676608 3.660328
C -3.767318 2.673345 2.310127
H -0.004941 2.573208 -0.461255
H -3.031637 -0.018776 1.146869
H -4.815216 -1.361363 0.696174
H -6.778328 -0.353543 -0.355323
H -6.582628 1.940230 -1.226188
H -4.383851 3.055749 -1.314927
H -0.383068 2.471349 2.530435
H -0.926819 2.553273 4.906527
H -3.291594 2.617104 5.652810
H -5.100040 2.714963 3.976090
H -4.556919 2.721050 1.574373
S -1.918980 -0.703223 -0.872624
C -4.521273 -1.634350 -1.394298
C -4.710578 -3.002298 -1.286080
C -4.650808 -3.812110 -2.408050
C -4.396557 -3.259150 -3.650117
C -4.217006 -1.889507 -3.766324
C -4.290895 -1.083910 -2.649406
H -4.890566 -3.439551 -0.315881
H -4.809893 -4.876879 -2.306873
H -4.336935 -3.885277 -4.528013
H -4.021994 -1.445774 -4.732891
H -4.151914 -0.018121 -2.737092

Forces on atoms 1 to 3 (eV/Å):
-1.17 -0.79 0.42
0.06 0.01 -0.09
0.01 -0.16 -0.36